[1]
This record from the OMol25 dataset describes 7 unconnected molecules or ions with the total composition C37H74Br3N3O16PS6 in a non-equilibrium geometry. The level of theory is wB97M-V/def2-TZVPD.

Calculated values
- F_max: 1.086 eV/A
- Total charge: +1
- Energy: -361220.644 eV
- HOMO level: -11.38 eV

Geometry (Å):
Br 4.67 3.40 5.53
Br 5.38 4.24 -1.65
Br 4.38 6.28 4.00
S -3.28 0.63 -2.10
S -3.72 -9.74 -3.03
S -1.92 3.23 -7.20
S -4.50 -4.11 -4.06
S 4.34 -2.29 5.37
S 1.08 1.60 7.08
P -0.43 2.89 0.53
O 1.65 6.32 -0.56
O -2.70 -0.67 -1.84
O -0.59 1.54 -0.27
O -1.10 2.59 1.93
O 0.00 2.55 7.15
O -2.83 -9.11 -2.09
O -5.11 -9.93 -2.71
O 5.13 -1.81 6.48
O -2.92 1.75 -1.26
O -5.60 -3.22 -3.79
O -2.27 3.82 -8.46
O -3.98 -4.25 -5.40
O 1.89 1.52 5.88
O -2.54 2.01 -6.76
O 2.90 -2.27 5.42
O -0.92 4.07 -0.20
N 3.95 4.90 -0.59
N 2.80 6.30 1.60
N 5.20 6.88 -0.01
C 3.04 4.85 1.81
C -3.46 -4.61 -1.71
C -3.61 -8.92 -4.64
C -0.14 3.07 -7.11
C 4.91 -3.89 3.37
C 3.97 6.41 -0.54
C -3.85 -5.98 -2.27
C -3.18 -3.73 -2.93
C -3.28 -11.32 -5.08
C -4.23 0.47 -4.54
C -1.52 3.65 2.81
C 0.47 -0.04 7.50
C 1.54 0.85 9.55
C 4.87 -1.46 3.86
C -0.86 3.51 4.18
C -2.07 4.49 -5.91
C -4.88 -5.74 -3.38
C -2.94 -9.92 -5.59
C 0.48 -0.63 -0.41
C -5.44 0.81 -3.65
C -0.42 0.28 0.42
C 3.43 2.18 3.33
C 5.55 -2.54 3.00
C 3.72 4.70 3.20
C 4.88 -3.93 4.90
C 2.73 6.77 0.26
C 1.63 4.16 1.80
C 3.89 3.52 3.83
C -3.02 1.04 -3.82
C 4.06 4.33 0.79
C 2.14 1.79 8.51
C -0.65 4.72 -5.37
C -3.03 -11.30 -3.58
C 0.33 4.40 -6.51
C 1.37 3.05 0.78
C 1.19 -0.44 8.79
C -5.07 0.45 -2.21
H 0.08 2.24 -6.44
H 5.48 -4.73 2.97
H 2.42 1.98 3.70
H 0.28 5.18 -7.27
H 0.80 6.46 -0.14
H 3.14 1.48 8.22
H -5.31 -0.58 -1.97
H -5.66 1.88 -3.72
H 5.87 -4.08 5.32
H -3.20 -2.66 -2.71
H 1.35 4.33 -6.15
H -2.76 4.13 -5.15
H -4.29 -4.19 -1.14
H 0.25 2.87 -8.10
H 1.14 -0.03 -1.05
H 1.11 -1.23 0.24
H -3.03 -8.00 -4.52
H -0.60 0.04 7.64
H 1.45 3.75 2.79
H -1.85 -9.77 -5.57
H -2.97 -6.48 -2.66
H 3.90 -3.94 2.98
H 0.03 0.43 1.40
H -0.47 4.05 -4.53
H -4.26 -6.63 -1.49
H 5.06 4.61 1.13
H -0.10 -1.27 -1.07
H 4.05 3.25 0.70
H 4.19 -4.66 5.30
H 3.45 2.08 2.25
H -4.81 -6.46 -4.19
H -1.97 -11.29 -3.35
H 5.07 7.29 0.91
H -1.58 3.57 4.99
H 3.98 -1.07 3.38
H -4.62 -8.68 -4.95
H 2.23 0.67 10.36
H -2.59 -4.66 -1.06
H 4.05 1.40 3.78
H 5.55 -0.65 4.13
H 1.74 3.26 -0.22
H -2.24 -4.00 -3.41
H 0.63 1.29 9.97
H 1.98 6.56 2.13
H 2.72 7.86 0.31
H 0.88 4.92 1.62
H -1.40 -0.17 0.53
H 2.11 -0.98 8.54
H -0.35 2.55 4.24
H 2.14 2.84 8.81
H 6.62 -2.57 3.22
H -5.90 -5.71 -3.00
H -4.33 0.88 -5.53
H 1.73 2.07 1.08
H -2.60 3.56 2.90
H -4.14 -0.62 -4.63
H 5.59 7.61 -0.60
H -6.33 0.27 -3.97
H -2.07 0.62 -4.15
H 0.58 -1.11 9.39
H -0.54 5.74 -5.01
H -0.10 4.27 4.35
H -2.48 5.38 -6.38
H -5.52 1.12 -1.48
H -2.99 2.13 -3.89
H -2.68 -12.09 -5.57
H 3.11 4.62 -1.09
H -1.32 4.63 2.37
H 3.78 6.79 -1.55
H 0.69 -0.71 6.67
H -4.33 -11.54 -5.28
H 5.44 -2.32 1.94
H -3.52 -12.11 -3.04
H -3.27 -9.76 -6.61


[2]
This record from the OMol25 dataset describes a molecular structure, C3H7N2O in a non-equilibrium geometry. The level of theory is wB97M-V/def2-TZVPD.

Calculated values
- Energy above the lowest of the compared OMol25 structures with the same formula, charge and spin: 129.2 kcal/mol
- F_max: 3.696 eV/A
- Total charge: +1
- Energy: -8240.538 eV
- HOMO level (spin up / spin down): -14.90 / -16.13 eV

Geometry (Å):
O -0.42 -1.57 -0.47
N -2.17 -0.13 0.78
N 1.35 -0.69 0.90
C -1.69 0.73 0.11
C -0.40 0.82 -0.66
C 0.25 -0.59 -0.64
H -2.19 1.64 -0.07
H -0.47 1.00 -1.67
H 0.70 -0.47 1.60
H 1.11 -0.66 -1.37
H 0.14 1.71 -0.34
H 1.61 -1.66 0.75
H 2.17 -0.13 1.07


[3]
This record from the OMol25 dataset describes a molecular structure, C33H30GaN4O3S4 in a non-equilibrium geometry. The level of theory is wB97M-V/def2-TZVPD.

Calculated values
- F_max: 1.182 eV/A
- Total charge: +1
- Energy: -142526.018 eV
- HOMO level: -10.00 eV

Geometry (Å):
Ga -0.47 1.17 2.25
S 0.52 3.59 6.22
S -0.69 0.11 4.65
S -0.39 3.36 1.47
S -2.41 2.53 3.41
O 1.33 1.08 2.56
O 0.19 -4.91 -9.02
O 3.51 1.02 2.39
N -0.17 -0.96 1.67
N 0.30 -3.05 -2.78
N -1.77 0.79 0.50
N -0.97 -1.51 -3.74
C -1.23 -0.15 -0.29
C 0.89 -6.12 -9.24
C 0.62 -4.42 -5.41
C 1.48 4.85 0.38
C 2.48 1.59 2.15
C 0.94 -3.12 0.34
C 0.74 -5.01 -6.66
C -0.68 -2.64 -6.37
C -0.57 -3.22 -7.61
C 1.32 3.66 1.09
C 0.56 -1.85 2.32
C -1.42 3.87 4.16
C -2.97 1.66 -1.36
C -0.09 -2.20 -1.77
C -0.09 -3.24 -5.24
C -0.25 -2.60 -3.95
C -0.06 1.96 6.79
C 3.85 4.55 0.32
C 0.40 0.75 5.97
C 2.45 2.90 1.41
C -2.40 0.73 -2.20
C -3.03 1.70 4.91
C -2.40 0.33 5.20
C 3.70 3.37 1.00
C 0.14 -4.42 -7.77
C -0.88 -1.26 -2.41
C 1.11 -2.96 1.69
C -2.62 1.67 -0.01
C 0.05 3.56 4.47
C -1.51 -0.21 -1.66
C 2.73 5.30 0.01
C -0.37 -1.11 0.35
C 0.19 -2.18 -0.38
H -2.62 0.70 -3.25
H -1.13 1.97 6.93
H 1.29 -5.94 -6.76
H -1.48 4.69 3.44
H 0.79 -6.33 -10.30
H 2.82 6.24 -0.53
H 1.10 -4.91 -4.57
H -1.03 -2.78 -8.48
H 0.53 -0.10 6.63
H -2.44 0.09 6.26
H 0.72 -1.68 3.37
H 0.35 2.59 4.09
H 0.70 4.29 4.01
H 0.91 -3.85 -2.69
H 1.95 -6.03 -8.99
H 4.84 4.89 0.03
H 1.68 -3.67 2.27
H -1.23 -1.72 -6.24
H -2.89 2.40 5.73
H 4.56 2.76 1.26
H 0.45 -6.94 -8.67
H 1.39 -3.97 -0.17
H 0.40 1.89 7.78
H -2.93 -0.44 4.64
H 1.35 0.94 5.47
H 0.59 5.42 0.13
H -3.68 2.39 -1.73
H -3.02 2.40 0.68
H -4.10 1.56 4.76
H -1.95 4.18 5.06